No. 1
Here is 2 unconnected molecules or ions with the total composition C14H16O from the OMol25 dataset. Energies are from ωB97M-V with the def2-TZVPD basis set.

```
! RIJCOSX wB97M-V def2-TZVPD def2/J DEFGRID3
* xyz 0 1
C 0.12 1.22 2.79
C -0.39 -0.02 2.13
C -1.59 0.11 1.41
C -2.02 -1.05 0.75
C -1.32 -2.24 0.78
O -1.88 -3.43 0.35
C -0.09 -2.31 1.42
C 0.24 -1.24 2.25
H 0.73 1.80 2.09
H 0.73 1.17 3.68
H -0.70 1.94 2.91
H -2.30 0.92 1.32
H -2.95 -1.02 0.19
H -1.90 -3.44 -0.63
H 0.62 -3.06 1.09
H 0.90 -1.36 3.10
C -0.25 -0.57 -3.13
C 0.44 0.31 -2.13
C 1.80 0.16 -1.86
C 2.44 1.04 -0.99
C 1.78 2.11 -0.42
C 0.40 2.21 -0.58
C -0.19 1.39 -1.53
H 0.02 -1.62 -3.03
H -0.10 -0.22 -4.16
H -1.31 -0.36 -3.17
H 2.40 -0.64 -2.28
H 3.46 0.81 -0.75
H 2.23 2.80 0.28
H -0.17 2.92 0.01
H -1.17 1.66 -1.90
*
```

## Properties
LUMO level: 0.02638 Ha
SMILES string: Cc1ccc(O)cc1.Cc1ccccc1
ΔE to the lowest compared entry with this formula, charge and spin: 150.74 kJ/mol
HOMO energy: -8.51 eV

---

No. 2
Here is a molecular structure, C21H34BF4N4O4PSSe2Y from the OMol25 dataset. Energies are from ωB97M-V with the def2-TZVPD basis set.

```
! RIJCOSX wB97M-V def2-TZVPD def2/J DEFGRID3
* xyz 1 1
Y -7.42 -15.15 -0.95
Se -5.26 -14.92 0.89
Se -7.02 -15.74 2.60
C -7.67 -17.31 1.58
C -7.80 -18.52 2.31
C -8.47 -19.60 1.76
C -8.95 -19.49 0.43
C -8.60 -18.38 -0.29
N -8.02 -17.24 0.26
C -5.79 -13.06 0.67
C -5.01 -12.03 1.17
C -5.61 -10.80 1.24
C -6.94 -10.57 0.78
C -7.63 -11.65 0.27
N -7.08 -12.89 0.21
H -7.40 -18.63 3.33
H -8.67 -20.47 2.43
H -9.42 -20.36 -0.02
H -8.70 -18.39 -1.39
H -4.03 -12.20 1.65
H -5.07 -10.00 1.89
H -7.48 -9.66 0.98
H -8.67 -11.55 -0.05
C -6.07 -13.27 -5.97
N -4.90 -13.45 -5.12
C -5.04 -13.60 -3.77
S -6.52 -13.27 -3.03
N -3.92 -13.99 -3.14
C -3.56 -13.84 -1.76
H -5.79 -13.22 -7.03
H -6.52 -12.35 -5.56
H -6.77 -14.07 -5.67
H -3.99 -13.81 -5.45
H -3.22 -14.40 -3.72
H -4.06 -12.97 -1.32
H -2.48 -13.68 -1.71
H -3.87 -14.74 -1.21
F -7.07 -18.16 -3.45
B -6.98 -16.85 -3.38
F -6.02 -16.40 -2.36
F -8.26 -16.38 -2.75
F -6.78 -16.22 -4.53
C -11.14 -12.41 -4.19
C -10.84 -11.61 -2.89
C -12.06 -11.22 -2.12
C -9.99 -10.40 -3.06
O -10.04 -12.58 -1.98
P -10.74 -13.72 -1.14
O -11.99 -14.30 -1.69
O -9.49 -14.67 -0.93
O -10.88 -13.00 0.32
C -11.49 -13.48 1.50
C -10.70 -12.90 2.64
C -12.95 -12.94 1.54
C -11.49 -15.03 1.69
H -11.54 -11.74 -4.85
H -11.90 -13.15 -3.95
H -10.23 -12.81 -4.64
H -12.54 -10.39 -2.70
H -11.82 -10.92 -1.11
H -12.76 -12.08 -2.09
H -10.44 -9.88 -3.90
H -8.96 -10.77 -3.23
H -10.06 -9.77 -2.19
H -10.66 -11.81 2.58
H -9.67 -13.31 2.61
H -11.08 -13.11 3.62
H -12.92 -11.86 1.68
H -13.54 -13.41 2.37
H -13.41 -13.14 0.48
H -10.44 -15.36 1.60
H -12.13 -15.45 0.93
H -11.94 -15.17 2.69
*
```

## Properties
LUMO level: -0.18682 Ha
HOMO energy: -11.70 eV

---

No. 3
Here is a single C12H12N2S molecule from the OMol25 dataset. Energies are from ωB97M-V with the def2-TZVPD basis set.

```
! RIJCOSX wB97M-V def2-TZVPD def2/J DEFGRID3
* xyz 0 1
C 0.57 -1.32 1.60
C 0.52 -0.25 0.81
C 1.35 -0.12 -0.39
C 2.07 -1.20 -0.91
C 1.18 1.05 -1.02
C 1.99 1.43 -2.35
S 0.03 2.12 -0.28
C -0.53 0.78 0.94
C -0.79 1.32 2.36
C -1.79 0.08 0.28
C -2.78 0.93 -0.30
N -3.51 1.64 -0.85
C -1.97 -1.28 0.20
C -3.06 -1.72 -0.61
N -3.95 -2.13 -1.17
H -0.08 -1.33 2.52
H 1.32 -2.01 1.45
H 2.69 -0.92 -1.76
H 1.34 -1.96 -1.23
H 2.68 -1.71 -0.24
H 1.40 2.21 -2.88
H 2.01 0.42 -2.79
H 3.05 1.68 -2.22
H -1.42 0.59 3.03
H -1.21 2.29 2.30
H 0.10 1.39 2.95
H -1.22 -1.97 0.56
*
```

## Properties
LUMO level: -0.02435 Ha
SMILES string: C=C1C(C)=C(C)S[C@@]1(C)/C(C#N)=C/C#N
ΔE to the lowest compared entry with this formula, charge and spin: 314.72 kJ/mol
HOMO energy: -8.24 eV

---

No. 4
Here is a molecular structure, C4H6F2O from the OMol25 dataset. Energies are from ωB97M-V with the def2-TZVPD basis set.

```
! RIJCOSX wB97M-V def2-TZVPD def2/J DEFGRID3
* xyz 0 1
C 2.13 0.95 -0.18
C 1.55 0.10 0.62
C -2.14 0.04 -0.15
C 0.39 -0.82 0.18
O -1.05 0.32 0.52
F 0.30 -1.02 -1.18
F 0.03 -1.95 0.72
H 2.70 1.72 0.26
H 1.85 0.77 -1.19
H 1.60 0.02 1.70
H -1.87 -0.14 -1.26
H -2.82 0.89 -0.20
H -2.66 -0.89 0.17
*
```

## Properties
LUMO level: 0.01437 Ha
ΔE to the lowest compared entry with this formula, charge and spin: 300.06 kJ/mol
HOMO energy: -9.37 eV

---

No. 5
Here is 2 unconnected molecules or ions with the total composition C3HCl2NO2S from the OMol25 dataset. Energies are from ωB97M-V with the def2-TZVPD basis set.

```
! RIJCOSX wB97M-V def2-TZVPD def2/J DEFGRID3
* xyz 0 1
C -1.20 -0.02 -1.86
C 0.90 -0.78 0.00
C -1.42 0.48 -0.58
N -1.14 -0.42 -2.94
O 2.43 -0.71 2.15
O 1.39 1.47 1.36
S 1.56 0.04 1.29
Cl -2.37 -0.41 0.38
Cl -1.02 2.08 -0.15
H 0.87 -1.73 0.33
*
```

## Properties
LUMO level (alpha / beta): -0.07547 / -0.09947 Ha
ΔE to the lowest compared entry with this formula, charge and spin: 494.56 kJ/mol
HOMO energy (alpha / beta): -10.33 / -9.19 eV

---

No. 6
Here is a gas-phase ion, C3H3N2OS (charge +1) from the OMol25 dataset. Energies are from ωB97M-V with the def2-TZVPD basis set.

```
! RIJCOSX wB97M-V def2-TZVPD def2/J DEFGRID3
* xyz 1 3
C -2.15 0.34 0.20
C -0.39 -0.99 0.39
C 1.88 0.04 -0.11
N -1.33 -0.44 0.92
N -2.95 1.22 0.00
O -1.88 0.62 -1.08
S 1.06 -1.55 -0.03
H 1.14 0.75 0.25
H 1.99 0.16 -1.20
H 2.62 -0.15 0.66
*
```

## Properties
LUMO level (alpha / beta): -0.23272 / -0.31855 Ha
ΔE to the lowest compared entry with this formula, charge and spin: 387.27 kJ/mol
HOMO energy (alpha / beta): -12.55 / -15.92 eV
<S²>: 2.02

---

No. 7
Here is a gas-phase ion, C5H8N3 (charge +1) from the OMol25 dataset. Energies are from ωB97M-V with the def2-TZVPD basis set.

```
! RIJCOSX wB97M-V def2-TZVPD def2/J DEFGRID3
* xyz 1 1
C 3.91 -0.40 -0.05
N 2.66 -0.59 0.01
C 1.54 -0.07 0.12
N 0.36 0.00 0.18
C -0.82 0.65 0.14
C -0.91 1.97 -0.09
C -2.13 -0.26 0.27
N -2.34 -1.63 -0.23
H 4.54 -1.26 -0.21
H 4.36 0.58 0.03
H -1.86 2.46 -0.19
H -0.02 2.57 -0.21
H -2.91 0.34 -0.20
H -2.34 -0.30 1.34
H -1.87 -2.34 0.31
H -2.17 -1.74 -1.22
*
```

## Properties
LUMO level: -0.22893 Ha
SMILES string: C=NC#[N+]C(=C)CN
ΔE to the lowest compared entry with this formula, charge and spin: 353.51 kJ/mol
HOMO energy: -12.91 eV

---

No. 8
Here is a molecular structure, C30H51F2N2O9S3 from the OMol25 dataset. Energies are from ωB97M-V with the def2-TZVPD basis set.

```
! RIJCOSX wB97M-V def2-TZVPD def2/J DEFGRID3
* xyz 1 1
C 17.15 30.64 13.51
C 18.18 31.52 14.18
O 19.22 32.01 13.69
N 17.81 31.68 15.66
H 16.78 31.81 15.55
H 17.99 30.64 16.08
C 18.63 32.68 16.38
H 16.52 30.23 14.26
H 17.56 29.83 12.96
H 16.61 31.21 12.66
H 19.81 32.66 16.04
H 18.42 32.43 17.30
H 18.22 33.70 16.15
C 15.90 30.56 19.22
C 14.93 29.59 18.42
O 14.01 29.10 18.92
N 15.27 29.34 17.00
H 15.11 30.29 16.40
H 16.40 29.32 16.84
C 14.46 28.26 16.47
H 16.73 30.94 18.60
H 16.23 29.96 19.88
H 15.46 31.25 19.79
H 14.66 27.50 16.95
H 14.86 28.03 15.52
H 13.19 28.57 16.49
O 15.33 31.64 15.81
H 14.68 32.46 15.88
F 16.98 37.50 10.27
C 16.66 36.50 11.07
C 15.84 35.38 10.50
C 15.56 34.38 11.53
C 15.98 34.40 12.87
C 16.62 35.62 13.37
C 17.02 36.56 12.37
H 15.60 35.42 9.61
H 14.91 33.57 11.34
H 15.66 33.58 13.46
H 17.02 35.61 14.22
H 17.82 37.41 12.47
F 10.48 31.81 10.91
C 11.20 30.97 11.78
C 10.70 29.69 11.98
C 11.31 28.78 12.83
C 12.53 29.13 13.39
C 13.12 30.44 13.09
C 12.38 31.27 12.45
H 9.70 29.14 11.24
H 11.13 27.84 12.94
H 13.06 28.21 13.92
H 14.02 30.55 13.59
H 12.78 32.42 12.11
C 14.50 35.44 17.60
C 14.79 35.02 19.10
C 16.09 35.19 19.49
S 16.66 36.63 18.64
O 17.93 36.25 17.99
O 16.46 37.78 19.51
C 15.37 36.67 17.44
H 13.48 35.67 17.26
H 14.82 34.60 16.99
H 14.30 34.04 19.26
H 14.16 35.83 19.59
H 16.58 34.30 19.20
H 16.19 35.21 20.68
H 15.80 36.92 16.34
H 14.87 37.51 17.59
C 12.38 34.97 14.58
C 11.10 34.55 13.81
C 10.24 35.69 13.90
S 11.19 37.08 13.67
O 10.77 38.14 14.55
O 11.37 37.28 12.26
C 12.68 36.43 14.34
H 13.12 34.24 14.24
H 12.30 34.67 15.67
H 10.64 33.74 14.09
H 11.44 34.31 12.66
H 9.77 35.77 14.86
H 9.29 35.44 13.30
H 12.88 37.06 15.13
H 13.49 36.45 13.50
C 9.59 29.60 17.24
C 10.30 30.12 16.08
C 11.30 31.01 16.59
S 10.64 31.92 17.94
O 10.01 33.04 17.34
O 11.51 32.03 19.07
C 9.40 30.71 18.33
H 10.23 28.87 17.71
H 8.58 29.15 16.91
H 9.68 30.76 15.47
H 10.75 29.38 15.44
H 11.80 31.88 15.97
H 12.08 30.38 17.07
H 8.57 31.22 18.32
H 9.26 30.44 19.31
*
```

## Properties
LUMO level: -0.15608 Ha
HOMO energy: -11.38 eV

---

No. 9
Here is a single C5H8N2 molecule from the OMol25 dataset. Energies are from ωB97M-V with the def2-TZVPD basis set.

```
! RIJCOSX wB97M-V def2-TZVPD def2/J DEFGRID3
* xyz 0 1
C 0.30 1.77 -0.62
N -0.12 0.38 -0.61
C -1.24 -0.29 -1.00
C -1.50 -1.25 -0.06
C -0.54 -1.14 0.98
C 0.38 -0.23 0.55
N 1.79 -0.38 0.63
H 0.72 2.08 -1.60
H -0.49 2.47 -0.35
H 0.80 1.63 0.40
H -1.77 -0.01 -1.90
H -2.28 -2.00 -0.11
H -0.47 -1.71 1.89
H 2.35 0.21 1.23
H 1.97 -1.36 0.80
*
```

## Properties
LUMO level: 0.03396 Ha
SMILES string: Cn1cccc1N
ΔE to the lowest compared entry with this formula, charge and spin: 219.02 kJ/mol
HOMO energy: -7.70 eV

---

No. 10
Here is a single C21H22FN3O3 molecule from the OMol25 dataset. Energies are from ωB97M-V with the def2-TZVPD basis set.

```
! RIJCOSX wB97M-V def2-TZVPD def2/J DEFGRID3
* xyz 0 1
N 1.13 -6.40 1.83
C 0.67 -5.32 1.76
C 0.00 -4.04 1.67
C -0.47 -3.47 2.94
C -0.86 -2.06 3.12
C -0.94 -1.25 2.00
O -1.26 0.06 2.02
C -0.49 0.92 2.88
C -0.61 2.23 2.09
C 0.52 2.37 1.23
C 0.32 1.69 -0.12
N 1.56 1.04 -0.38
C 1.89 0.30 -1.66
C 1.41 0.91 -2.92
O 1.85 2.22 -2.79
C -0.13 0.72 -3.16
C -0.91 1.63 -3.87
C -2.27 1.29 -4.21
C -2.81 0.08 -3.60
O -4.10 -0.37 -3.72
C -1.95 -0.76 -2.82
F -2.46 -1.93 -2.38
N -0.68 -0.40 -2.64
C 2.21 0.70 0.86
C 1.70 1.62 1.95
C 0.99 0.75 3.10
C -0.57 -1.78 0.86
C -0.11 -3.10 0.64
H -0.45 -4.08 3.83
H -1.13 -1.73 4.09
H -1.08 1.00 3.77
H -0.62 3.15 2.70
H -1.54 2.14 1.45
H 0.81 3.41 1.09
H -0.53 1.07 -0.16
H 0.23 2.46 -0.94
H 1.67 -0.80 -1.67
H 2.97 0.35 -1.67
H 1.93 0.52 -3.82
H 1.78 2.44 -1.86
H -0.41 2.54 -4.26
H -2.82 1.98 -4.82
H -4.31 -1.15 -3.21
H 1.93 -0.36 1.02
H 3.20 0.89 0.75
H 2.56 2.23 2.31
H 1.34 1.22 4.08
H 1.18 -0.29 3.07
H -0.58 -1.26 -0.09
H 0.19 -3.37 -0.35
*
```

## Properties
LUMO level: 0.01323 Ha
SMILES string: N#Cc1ccc(O[C@@H]2C[C@@H]3CN(C[C@H](O)c4ccc(O)c(F)n4)C[C@@H]3C2)cc1
ΔE to the lowest compared entry with this formula, charge and spin: 634.72 kJ/mol
HOMO energy: -8.19 eV

---

No. 11
Here is a single C8H11NO3S molecule from the OMol25 dataset. Energies are from ωB97M-V with the def2-TZVPD basis set.

```
! RIJCOSX wB97M-V def2-TZVPD def2/J DEFGRID3
* xyz 0 1
C 0.76 -1.97 -2.17
C 0.76 -0.25 1.12
C 0.29 0.15 -1.17
C -0.91 1.54 0.67
C 0.37 0.90 0.07
C 1.28 -1.37 0.31
C 0.77 -1.08 -1.07
C 2.82 -1.40 0.26
N 0.54 -2.63 -3.08
O -4.00 -0.05 -0.40
O -3.94 2.48 0.00
O -2.04 0.73 0.53
S -3.18 1.06 -0.61
H 1.31 0.02 1.94
H -0.23 -0.53 1.59
H -4.63 2.38 0.65
H -0.23 0.45 -2.09
H -0.78 1.80 1.66
H -1.00 2.56 0.25
H 1.06 1.77 0.14
H 1.21 -2.43 0.71
H 3.24 -0.49 0.72
H 3.25 -1.33 -0.66
H 3.27 -2.32 0.65
*
```

## Properties
LUMO level: 0.01553 Ha
ΔE to the lowest compared entry with this formula, charge and spin: 334.75 kJ/mol
HOMO energy: -9.75 eV

---

No. 12
Here is a single C8H8FN3 molecule from the OMol25 dataset. Energies are from ωB97M-V with the def2-TZVPD basis set.

```
! RIJCOSX wB97M-V def2-TZVPD def2/J DEFGRID3
* xyz 0 1
C -1.69 0.86 -1.64
C -2.16 0.21 -0.53
C -1.70 0.36 0.81
C -0.55 0.93 1.31
N 0.21 1.89 0.69
C 1.34 1.67 0.23
F 1.99 2.64 -0.47
C 2.16 0.40 0.19
C 1.86 -0.86 0.77
C 2.92 -1.62 0.38
N 3.78 -0.89 -0.40
N 3.29 0.31 -0.49
H -0.82 1.54 -1.53
H -2.03 0.53 -2.71
H -2.92 -0.45 -0.59
H -2.18 -0.20 1.53
H -0.48 0.80 2.43
H 0.87 -1.04 1.35
H 3.09 -2.75 0.54
H 3.93 0.99 -0.77
*
```

## Properties
LUMO level: 0.01396 Ha
SMILES string: C=C/C=C\N=C(\F)c1ccn[nH]1
ΔE to the lowest compared entry with this formula, charge and spin: 81.29 kJ/mol
HOMO energy: -8.39 eV

---

Number 1: DFT total energy -618.25858 Eh. Number 2: DFT total energy -7345.95433 Eh. Number 3: DFT total energy -972.05006 Eh. Number 4: DFT total energy -430.86957 Eh. Number 5: DFT total energy -1638.47341 Eh. Number 6: DFT total energy -698.46082 Eh. Number 7: DFT total energy -359.22015 Eh. Number 8: DFT total energy -3353.87801 Eh. Number 9: DFT total energy -304.75207 Eh. Number 10: DFT total energy -1303.15072 Eh. Number 11: DFT total energy -990.00235 Eh. Number 12: DFT total energy -573.67277 Eh.